{
  "formula": "C2H2ClI3",
  "method": "the ωB97M-V functional and the def2-TZVPD basis",
  "elements": ["C", "C", "Cl", "I", "I", "I", "H", "H"],
  "xyz": [[-0.90, -0.16, -0.03], [0.58, 0.23, -0.04], [-0.98, -2.00, 0.27], [0.80, 2.50, 0.15], [1.57, -0.46, -1.85], [1.69, -0.38, 1.67], [-1.25, 0.12, -0.98], [-1.51, 0.16, 0.83]],
  "mulliken_charge": [-0.4951, -0.8449, -0.1462, 0.1542, 0.2475, 0.2735, 0.4543, 0.3568],
  "orbital_gap_ev": 8.066,
  "de_lowest_ev": 0.0000,
  "lumo_energy_ha": -0.0395,
  "spin_multiplicity": 1
}

{
  "formula": "C14H14BrIN5O2SSc",
  "method": "the ωB97M-V functional and the def2-TZVPD basis",
  "elements": ["Sc", "C", "C", "N", "N", "C", "N", "S", "C", "C", "C", "C", "C", "N", "H", "H", "H", "H", "H", "H", "H", "H", "H", "H", "Br", "C", "C", "C", "C", "C", "C", "I", "H", "H", "H", "H", "O", "N", "O"],
  "xyz": [[-1.09, 0.16, -0.70], [-0.95, -4.20, -1.94], [-0.65, -2.85, -1.38], [-0.70, -1.75, -2.03], [-1.02, -1.73, -3.35], [-1.16, -0.54, -3.99], [-1.34, -0.56, -5.29], [-1.13, 0.95, -3.17], [-0.24, -2.69, 0.04], [-0.01, -3.76, 0.89], [0.37, -3.52, 2.20], [0.54, -2.22, 2.63], [0.30, -1.20, 1.73], [-0.08, -1.42, 0.47], [-1.63, -4.15, -2.79], [-1.42, -4.83, -1.19], [-0.03, -4.70, -2.26], [-1.08, -2.59, -3.87], [-1.32, -1.41, -5.85], [-1.48, 0.31, -5.78], [-0.12, -4.78, 0.53], [0.55, -4.35, 2.88], [0.83, -1.99, 3.65], [0.41, -0.16, 2.03], [-1.03, 5.93, 1.50], [0.63, 5.15, 1.93], [1.50, 5.82, 2.77], [2.72, 5.26, 3.11], [3.08, 4.01, 2.61], [2.23, 3.33, 1.76], [1.02, 3.91, 1.44], [-0.30, 2.92, 0.02], [1.21, 6.79, 3.15], [3.40, 5.80, 3.76], [4.03, 3.57, 2.87], [2.51, 2.36, 1.37], [-2.97, -0.63, -0.93], [-3.24, -0.46, 0.29], [-2.35, 0.21, 0.88]],
  "mulliken_charge": [0.4666, -1.7314, 1.0930, 0.1741, -0.4571, 0.6864, -0.3458, -0.3645, 0.4102, -0.5159, -0.5191, -0.7611, 0.0264, -0.0287, 0.5154, 0.4635, 0.3712, 0.1987, 0.2180, 0.2394, 0.3131, 0.4618, 0.4308, 0.4523, -0.1501, -0.0792, -0.3268, -0.5925, -0.5747, -0.2874, 0.4591, 0.4126, 0.4101, 0.3976, 0.3925, 0.3554, -0.3047, 0.4659, -0.3751],
  "orbital_gap_ev": 6.587,
  "de_lowest_ev": 0.7882,
  "charge": 2,
  "lumo_energy_ha": -0.2763,
  "spin_multiplicity": 1
}

{
  "formula": "C34H57N3O2RuSi",
  "method": "the ωB97M-V functional and the def2-TZVPD basis",
  "elements": ["O", "O", "C", "C", "H", "H", "H", "H", "H", "C", "C", "H", "H", "H", "H", "H", "C", "C", "C", "H", "H", "H", "H", "H", "C", "H", "H", "H", "H", "H", "H", "N", "C", "C", "C", "C", "H", "H", "H", "C", "H", "H", "H", "N", "C", "C", "C", "C", "H", "C", "H", "C", "H", "C", "C", "C", "C", "C", "C", "H", "C", "H", "C", "H", "C", "C", "Ru", "H", "H", "H", "H", "H", "H", "H", "H", "H", "H", "H", "H", "H", "C", "Si", "H", "H", "C", "C", "C", "H", "H", "H", "H", "H", "H", "H", "H", "H", "N", "C"],
  "xyz": [[-1.80, 0.82, -0.80], [-5.98, -0.98, 0.02], [-1.75, 1.75, 0.32], [-1.61, 3.22, -0.04], [-0.92, 1.43, 1.00], [-2.69, 1.57, 0.86], [-0.60, 3.44, -0.39], [-1.79, 3.82, 0.86], [-2.32, 3.55, -0.79], [-2.13, 1.42, -2.10], [-3.61, 1.61, -2.22], [-1.73, 0.73, -2.85], [-1.57, 2.36, -2.21], [-4.17, 0.79, -1.76], [-3.90, 1.67, -3.27], [-3.91, 2.55, -1.74], [-6.36, -2.29, -0.43], [-7.08, -0.06, 0.13], [-5.96, -2.53, -1.88], [-7.46, -2.44, -0.33], [-5.84, -2.99, 0.25], [-6.44, -1.81, -2.54], [-6.27, -3.54, -2.17], [-4.87, -2.46, -2.00], [-7.83, 0.18, -1.17], [-6.63, 0.87, 0.51], [-7.79, -0.45, 0.89], [-7.15, 0.44, -1.99], [-8.53, 1.01, -1.03], [-8.42, -0.70, -1.46], [-4.25, -0.90, 1.27], [1.60, 0.65, -1.09], [2.73, -0.06, -1.16], [2.83, -1.39, -0.76], [1.81, -2.28, -0.45], [3.97, 0.53, -1.76], [4.21, 1.51, -1.32], [3.87, 0.59, -2.85], [4.80, -0.15, -1.53], [2.13, -3.75, -0.46], [1.49, -4.32, -1.15], [2.08, -4.18, 0.55], [3.17, -3.83, -0.81], [0.56, -1.86, -0.21], [1.51, 1.88, -1.83], [1.74, 3.10, -1.17], [2.18, 3.18, 0.26], [1.52, 4.28, -1.88], [1.63, 5.24, -1.36], [1.20, 4.26, -3.24], [1.05, 5.19, -3.78], [1.09, 3.03, -3.90], [0.89, 2.99, -4.96], [1.25, 1.83, -3.21], [1.19, 0.56, -4.00], [-0.51, -2.80, -0.11], [-0.75, -3.42, 1.13], [0.04, -3.03, 2.33], [-1.73, -4.41, 1.18], [-1.92, -4.91, 2.14], [-2.46, -4.75, 0.04], [-3.24, -5.51, 0.10], [-2.19, -4.13, -1.18], [-2.74, -4.40, -2.08], [-1.20, -3.16, -1.28], [-0.89, -2.50, -2.59], [0.09, 0.05, 0.16], [1.34, 3.28, 0.96], [2.83, 4.06, 0.38], [2.77, 2.31, 0.59], [0.80, -0.29, -3.42], [2.18, 0.27, -4.39], [0.53, 0.67, -4.88], [-0.44, -3.40, 3.24], [0.12, -1.93, 2.41], [1.07, -3.42, 2.31], [0.17, -2.58, -2.87], [-1.17, -1.44, -2.57], [-1.47, -2.98, -3.38], [3.80, -1.84, -0.91], [-3.80, -1.60, 2.03], [-4.79, -1.79, 3.64], [-3.74, -2.59, 1.54], [-2.77, -1.29, 2.23], [-5.46, -0.14, 4.22], [-3.77, -2.50, 5.05], [-6.29, -2.94, 3.56], [-6.83, -2.88, 4.52], [-6.01, -3.99, 3.42], [-7.00, -2.66, 2.77], [-4.65, 0.51, 4.57], [-6.17, -0.27, 5.05], [-5.99, 0.39, 3.41], [-2.76, -2.06, 5.10], [-3.65, -3.59, 4.95], [-4.27, -2.31, 6.01], [2.10, 0.22, 2.44], [1.28, 0.18, 1.59]],
  "mulliken_charge": [0.1969, -0.1958, 0.2466, -1.1700, 0.3712, 0.4304, 0.1353, 0.4632, 0.2955, -0.5264, -1.5771, 0.5531, 0.2411, 0.2654, 0.4709, 0.2576, -0.2770, -0.2817, -1.1742, 0.4427, 0.2832, 0.3382, 0.4197, 0.0631, -1.3046, 0.3116, 0.3123, 0.2475, 0.4095, 0.3395, -0.1194, 2.1305, 0.8755, -1.8853, 0.8405, -1.7448, 0.2708, 0.2409, 0.5361, -1.6174, 0.2949, 0.2303, 0.5289, 1.6899, -0.5854, 0.7350, -1.4424, -0.2653, 0.4902, -1.0160, 0.4173, -0.9006, 0.5013, 1.1200, -1.9569, -0.6299, 1.3769, -1.2511, -0.9225, 0.4937, -1.1025, 0.4547, -1.0453, 0.4818, 0.7031, -0.8250, 0.0165, 0.1849, 0.4942, 0.2926, 0.1477, 0.3820, 0.4787, 0.4816, 0.0158, 0.2500, 0.2814, -0.0937, 0.5218, 0.3541, 0.5750, 0.4079, -0.4854, 0.0755, -1.0536, -1.1022, -1.0526, 0.3627, 0.3122, 0.2781, 0.3196, 0.3084, 0.2865, 0.3068, 0.3276, 0.2892, -0.7800, 0.1262],
  "orbital_gap_ev": [7.665, 6.581],
  "charge": 1,
  "lumo_energy_ha": [-0.0976, -0.1867],
  "spin_multiplicity": 6
}

{
  "formula": "C27H34FN4O5Ru",
  "method": "the ωB97M-V functional and the def2-TZVPD basis",
  "elements": ["Ru", "O", "C", "O", "C", "C", "C", "C", "C", "O", "C", "C", "O", "O", "H", "H", "H", "H", "H", "H", "H", "H", "N", "C", "C", "C", "N", "C", "C", "N", "C", "H", "H", "H", "H", "H", "H", "H", "H", "H", "H", "H", "H", "H", "H", "H", "H", "F", "N", "C", "C", "C", "C", "C", "C", "C", "C", "C", "C", "C", "C", "C", "H", "H", "H", "H", "H", "H", "H", "H", "H", "H"],
  "xyz": [[-0.51, 0.38, 1.51], [0.56, 0.48, 5.60], [0.60, 0.66, 4.40], [-0.40, 0.54, 3.57], [1.93, 1.01, 3.76], [2.36, -0.08, 2.75], [3.88, -0.04, 2.62], [4.07, 1.31, 1.88], [2.61, 1.72, 1.60], [1.93, 0.45, 1.48], [1.96, 2.28, 2.87], [0.60, 2.87, 2.52], [0.07, 3.69, 3.24], [0.16, 2.48, 1.34], [2.64, 1.09, 4.58], [1.92, -1.07, 2.91], [4.23, -0.88, 2.01], [4.38, -0.08, 3.59], [4.62, 1.20, 0.95], [4.57, 2.06, 2.49], [2.45, 2.31, 0.71], [2.52, 3.08, 3.34], [-3.30, 0.12, -0.37], [-3.83, 0.81, -1.57], [-4.27, 2.22, -1.13], [-3.08, 3.06, -0.66], [-2.49, 2.49, 0.55], [-2.03, 3.11, -1.78], [-1.53, 1.74, -2.24], [-0.70, 1.08, -1.22], [-2.73, 0.87, -2.64], [-3.98, -0.18, 0.33], [-2.72, 0.84, 0.17], [-2.69, -0.68, -0.57], [-4.68, 0.26, -1.96], [-5.01, 2.14, -0.33], [-4.75, 2.72, -1.97], [-3.42, 4.09, -0.49], [-3.10, 2.58, 1.35], [-1.60, 2.92, 0.80], [-1.18, 3.72, -1.46], [-2.48, 3.61, -2.64], [-0.94, 1.89, -3.15], [0.01, 1.73, -0.88], [-0.22, 0.28, -1.62], [-2.40, -0.15, -2.86], [-3.17, 1.28, -3.55], [-2.42, -0.18, 1.90], [-0.03, -1.28, 0.63], [0.43, -1.99, -0.30], [1.90, -2.22, -0.50], [2.42, -3.50, -0.36], [3.79, -3.72, -0.49], [4.64, -2.66, -0.79], [4.12, -1.38, -0.93], [2.76, -1.16, -0.78], [-0.51, -2.67, -1.25], [-0.11, -3.06, -2.53], [-1.02, -3.68, -3.38], [-2.32, -3.90, -2.98], [-2.73, -3.51, -1.71], [-1.83, -2.89, -0.85], [1.76, -4.32, -0.12], [4.19, -4.72, -0.36], [5.70, -2.84, -0.91], [4.79, -0.55, -1.14], [2.35, -0.16, -0.88], [0.91, -2.89, -2.84], [-0.70, -3.98, -4.38], [-3.02, -4.39, -3.65], [-3.75, -3.70, -1.38], [-2.11, -2.62, 0.16]],
  "mulliken_charge": [1.1501, -0.7296, -0.2334, -0.7330, 0.3226, -0.3261, -1.0033, -0.8138, -0.6088, 0.8488, -0.2089, 0.0275, -0.7118, -0.7377, 0.7546, 0.5988, 0.1974, 0.5238, 0.2588, 0.4300, 0.6716, 0.5115, 0.3087, 0.2803, -1.2940, 0.2127, -0.3472, -1.5133, 0.0878, -0.2052, -1.2137, 0.4591, 0.0208, -0.0245, 0.2710, 0.4290, 0.5332, 0.2770, 0.2399, 0.0883, 0.4652, 0.5225, 0.4609, 0.0254, 0.1918, 0.3363, 0.5222, -0.7728, -0.3043, -0.7129, -0.0709, 0.0469, -0.8023, -0.5016, -0.6025, 0.0574, 1.2093, -0.5202, -0.7605, -0.4963, -0.5320, -0.9516, 0.4711, 0.3996, 0.3862, 0.3907, 0.1815, 0.4762, 0.4162, 0.4073, 0.4405, 0.8211],
  "orbital_gap_ev": [7.765, 7.427],
  "de_lowest_ev": 1.2157,
  "lumo_energy_ha": [-0.0014, -0.0061],
  "spin_multiplicity": 2
}

Question: Number 1 is which compound?
Answer: C2H2ClI3